[1]
A cluster of 2 separate species, C6H13NO in total. Source: the OMol25 dataset; level of theory: ωB97M-V/def2-TZVPD.

Output
Structure (SMILES): C/C=C/C=C/NC.O
HOMO energy in eV: -7.78
Gap between HOMO and LUMO in Eh: 0.32062
Strongest force on any atom in eV/Å: 4.08
Total energy in eV: -9967.373
Energy relative to the best compared isomer or geometry (same formula, charge and spin) in kcal/mol: 87.65

```
! RIJCOSX wB97M-V def2-TZVPD def2/J DEFGRID3
* xyz 0 1
C 0.455 3.050 -1.611
N 0.950 2.175 -0.498
C -0.002 1.220 -0.087
C 0.122 0.414 0.930
C -0.807 -0.755 1.103
C -1.052 -1.603 0.049
C -1.919 -2.892 0.089
H 0.401 4.140 -1.294
H -0.476 2.805 -2.264
H 1.287 3.114 -2.284
H 1.553 2.579 0.200
H -0.678 1.063 -0.911
H 0.955 0.544 1.691
H -1.312 -0.849 2.112
H -0.775 -1.334 -0.985
H -2.671 -2.986 0.936
H -2.441 -2.699 -0.987
H -1.419 -3.860 -0.195
H 2.259 -2.145 1.289
H 2.580 -0.589 1.203
O 2.989 -1.391 1.516
*
```

---

[2]
An isolated molecule of C6H13NO. Source: the OMol25 dataset; level of theory: ωB97M-V/def2-TZVPD.

Output
Structure (SMILES): CC(=O)[C@@H](C)N(C)C
HOMO energy in eV: -8.38
Gap between HOMO and LUMO in Eh: 0.34244
Strongest force on any atom in eV/Å: 2.09
Total energy in eV: -9969.675
Energy relative to the best compared isomer or geometry (same formula, charge and spin) in kcal/mol: 34.56

```
! RIJCOSX wB97M-V def2-TZVPD def2/J DEFGRID3
* xyz 0 1
C 0.406 0.523 -0.383
C -0.530 -1.763 -0.606
C 1.392 -1.378 0.847
C 1.458 1.454 0.220
C -2.086 1.251 -0.522
N 0.717 -0.920 -0.362
C -0.944 0.758 0.337
O -1.078 0.638 1.559
H 0.287 0.803 -1.436
H 0.816 -1.173 1.755
H 1.583 -2.456 0.791
H -0.986 -1.480 -1.560
H -1.268 -1.785 0.203
H -0.202 -2.802 -0.712
H 2.377 -0.909 0.943
H 2.448 1.262 -0.205
H 1.520 1.355 1.309
H 1.198 2.498 0.014
H -2.915 0.542 -0.458
H -1.795 1.347 -1.570
H -2.398 2.235 -0.163
*
```

---

[3]
An isolated molecule of C6H13NO. Source: the OMol25 dataset; level of theory: ωB97M-V/def2-TZVPD.

Output
Structure (SMILES): CC(C)C[C@@H](N)C=O
HOMO energy in eV: -9.42
Gap between HOMO and LUMO in Eh: 0.38166
Strongest force on any atom in eV/Å: 4.81
Total energy in eV: -9968.736
Energy relative to the best compared isomer or geometry (same formula, charge and spin) in kcal/mol: 56.23

```
! RIJCOSX wB97M-V def2-TZVPD def2/J DEFGRID3
* xyz 0 1
O -0.794 -0.720 2.737
C -0.154 -0.934 1.708
C 0.486 0.323 1.001
C -0.275 0.450 -0.302
C 0.104 -0.541 -1.468
C 1.321 0.249 -2.215
C -1.035 -0.602 -2.505
N 0.347 1.563 1.713
H -0.039 -1.966 1.342
H 1.620 0.236 0.762
H -1.397 0.241 -0.225
H -0.127 1.484 -0.670
H 0.530 -1.419 -1.005
H 1.153 -0.019 -3.316
H 1.466 1.223 -1.908
H 2.271 -0.169 -1.998
H -1.862 -1.250 -2.315
H -0.707 -0.934 -3.474
H -1.594 0.267 -2.650
H 0.466 1.417 2.696
H -0.547 2.032 1.571
*
```

---

[4]
An isolated molecule of C6H13NO. Source: the OMol25 dataset; level of theory: ωB97M-V/def2-TZVPD.

Output
Structure (SMILES): CCCNCCC=O
HOMO energy in eV: -8.59
Gap between HOMO and LUMO in Eh: 0.35198
Strongest force on any atom in eV/Å: 1.80
Total energy in eV: -9969.317
Energy relative to the best compared isomer or geometry (same formula, charge and spin) in kcal/mol: 42.83

```
! RIJCOSX wB97M-V def2-TZVPD def2/J DEFGRID3
* xyz 0 1
C -0.046 -0.311 -0.643
N -0.642 0.643 0.289
C -0.318 0.520 1.675
C 1.050 1.150 2.123
C 2.169 0.157 2.016
O 2.131 -0.997 2.374
C -0.644 -0.192 -2.028
C -1.571 -1.367 -2.487
H -0.125 -1.251 -0.094
H 1.054 -0.171 -0.719
H -0.646 1.581 -0.045
H -1.042 1.031 2.311
H -0.321 -0.550 1.870
H 1.258 2.006 1.476
H 1.006 1.552 3.137
H 3.087 0.472 1.470
H -1.187 0.757 -2.033
H 0.101 -0.130 -2.815
H -2.600 -1.030 -2.578
H -1.238 -1.655 -3.481
H -1.477 -2.217 -1.820
*
```

---

[5]
An isolated molecule of C6H13NO. Source: the OMol25 dataset; level of theory: ωB97M-V/def2-TZVPD.

Output
Structure (SMILES): CN1CCC[C@@H]1CO
HOMO energy in eV: -9.30
Gap between HOMO and LUMO in Eh: 0.37831
Strongest force on any atom in eV/Å: 4.63
Total energy in eV: -9968.720
Energy relative to the best compared isomer or geometry (same formula, charge and spin) in kcal/mol: 56.61

```
! RIJCOSX wB97M-V def2-TZVPD def2/J DEFGRID3
* xyz 0 1
C -1.703 0.629 1.197
N -0.527 -0.197 0.827
C -1.009 -1.549 0.224
C 0.292 -1.994 -0.541
C 1.058 -0.726 -0.703
C 0.062 0.480 -0.366
C 1.027 1.624 0.026
O 2.026 1.754 -1.100
H -2.288 0.119 1.957
H -2.307 0.913 0.328
H -1.379 1.614 1.652
H -1.287 -2.086 1.153
H -1.798 -1.509 -0.524
H -0.077 -2.387 -1.497
H 0.952 -2.764 -0.001
H 1.613 -0.551 -1.719
H 1.791 -0.608 0.104
H -0.660 0.668 -1.161
H 0.358 2.520 0.075
H 1.563 1.407 0.972
H 2.293 2.645 -0.902
*
```

---

[6]
An isolated molecule of C6H13NO. Source: the OMol25 dataset; level of theory: ωB97M-V/def2-TZVPD.

Output
Structure (SMILES): CC[C@@](C)(N)[C@@H]1CO1
HOMO energy in eV: -9.24
Gap between HOMO and LUMO in Eh: 0.37716
Strongest force on any atom in eV/Å: 1.36
Total energy in eV: -9969.423
Energy relative to the best compared isomer or geometry (same formula, charge and spin) in kcal/mol: 40.39

```
! RIJCOSX wB97M-V def2-TZVPD def2/J DEFGRID3
* xyz 0 1
C 0.420 -0.339 -0.107
C -0.769 -0.100 -1.009
C -1.920 -1.007 -1.039
C -0.006 0.239 1.302
C 1.657 0.371 -0.666
C -0.226 1.742 1.405
N 0.606 -1.765 0.054
O -0.990 -1.060 -2.078
H -0.917 0.935 -1.316
H 1.504 -1.969 0.468
H 0.531 -2.225 -0.847
H -1.925 -1.853 -0.360
H -2.893 -0.602 -1.302
H -0.906 -0.295 1.613
H 0.797 -0.057 1.981
H 1.925 -0.082 -1.625
H 2.497 0.271 0.030
H 1.460 1.433 -0.833
H -0.519 1.992 2.421
H 0.686 2.297 1.183
H -1.014 2.074 0.726
*
```

---

Which of these has the lowest gap between HOMO and LUMO? number 1